(1)
{"formula": "C18H26GaGeN7OSSe", "method": "ωB97M-V/def2-TZVPD", "spin_multiplicity": 2, "charge": 1, "homo_ev": [-8.4, -11.6], "homo_lumo_gap_ha": [0.2074, 0.3243], "s_squared": 0.761, "elements": ["Ga", "N", "C", "N", "C", "N", "N", "C", "N", "C", "C", "C", "C", "C", "N", "H", "H", "H", "H", "H", "H", "H", "H", "O", "N", "C", "C", "C", "C", "C", "S", "H", "H", "H", "H", "C", "Ge", "C", "C", "C", "Se", "C", "H", "H", "H", "H", "H", "H", "H", "H", "H", "H", "H", "H", "H", "H"], "coordinates": [[-1.3081, -0.1460, 0.0177], [-1.2663, 1.7581, 2.8285], [-1.9978, 0.6288, 3.0187], [-2.6068, 0.4238, 4.1775], [-3.3780, -0.7315, 4.1871], [-3.9299, -0.9972, 5.3853], [-3.5583, -1.5878, 3.2071], [-2.7867, -1.3203, 2.1142], [-2.0672, -0.1917, 1.9427], [-2.8349, -2.2059, 1.0363], [-3.4361, -3.4915, 1.0547], [-3.2172, -4.4252, 0.1090], [-2.4377, -4.0756, -0.9877], [-1.8998, -2.8457, -1.0639], [-2.0457, -1.9353, -0.0720], [-1.3110, 2.4264, 3.5943], [-1.3551, 2.1467, 1.8755], [-3.9993, -0.2961, 6.0675], [-4.6122, -1.7077, 5.4634], [-4.1061, -3.6591, 1.9241], [-3.7541, -5.3665, 0.0661], [-2.2146, -4.8073, -1.7553], [-1.3563, -2.5607, -1.9355], [-0.5881, -0.2584, -1.9326], [-0.7230, 0.8477, -2.6802], [-0.2392, 0.8649, -3.9114], [-0.1414, 2.0730, -4.6105], [-0.7056, 3.2083, -4.0272], [-1.3318, 3.1179, -2.8148], [-1.3491, 1.9240, -2.1220], [-2.2276, 1.8266, -0.5848], [0.2092, -0.0639, -4.2638], [0.4375, 2.1467, -5.5068], [-0.6116, 4.1680, -4.5133], [-1.7939, 4.0048, -2.4009], [3.5010, 2.0963, -2.1041], [3.9659, 0.8318, -0.7687], [5.3691, -0.2650, -1.4335], [4.4663, 1.8938, 0.8004], [2.3863, -0.3380, -0.4346], [1.0043, 0.3550, 0.8059], [1.1281, -0.8132, 2.3726], [4.3220, 2.6385, -2.4822], [2.7282, 2.7935, -1.8078], [3.0109, 1.6918, -2.9915], [6.3171, 0.2964, -1.4373], [5.1228, -0.6069, -2.4442], [5.4696, -1.1738, -0.8234], [5.5394, 1.9740, 0.7713], [4.1609, 1.6252, 1.8263], [4.0981, 2.9186, 0.6376], [2.7232, -1.3055, 0.0806], [1.8404, -0.6456, -1.2952], [2.2038, -0.8580, 2.5236], [0.6146, -1.7768, 2.1675], [0.5717, -0.2243, 3.1499]], "forces_ev_per_a": [[0.045, -0.311, -0.259], [0.125, 0.687, -0.410], [-0.949, 0.120, 0.318], [0.160, -0.725, -1.089], [0.607, 0.619, 0.897], [0.017, -0.268, -0.622], [0.872, 0.374, -0.368], [-1.882, -0.793, 0.277], [0.675, 0.396, -0.029], [0.888, -1.674, -1.098], [-1.371, 0.423, 2.266], [-0.966, -0.230, -0.106], [0.729, -0.794, -0.948], [0.015, 0.232, 0.165], [0.182, 1.229, 0.176], [-0.085, -0.186, -0.367], [0.309, -0.121, 0.930], [0.248, 1.079, 0.694], [-0.476, -0.796, -0.225], [0.560, -0.110, -0.749], [0.162, 0.015, 0.471], [-0.150, 0.198, -0.088], [0.438, 0.415, -0.248], [-0.191, -0.001, -0.255], [-0.929, -0.050, 1.816], [1.339, 0.706, -1.328], [-0.468, -0.414, 1.144], [0.660, -0.240, -0.736], [-0.221, 0.369, 0.005], [-0.550, 0.215, 0.516], [0.517, -0.135, -0.848], [-0.210, 0.245, 0.223], [-0.065, -0.226, -0.478], [-0.076, 0.028, -0.089], [-0.035, -0.207, 0.204], [-1.838, 0.051, -1.020], [-0.691, 0.207, 0.942], [0.567, -0.861, -0.061], [-0.523, 0.464, 0.302], [0.363, -1.508, 1.938], [0.348, 0.374, -0.118], [-0.932, 0.436, -0.153], [1.139, 0.755, -0.204], [0.040, 0.469, 0.640], [0.260, -0.647, -0.111], [-0.321, -0.328, -0.068], [0.170, 0.185, 0.066], [0.217, 0.302, -0.086], [0.555, -0.038, 0.169], [0.092, -0.260, -0.579], [-0.014, -0.312, -0.001], [-0.333, 1.268, -0.744], [-0.303, -0.126, -0.866], [-0.193, -0.358, 0.496], [0.649, 0.595, 0.230], [0.825, -0.736, -0.537]], "mulliken_charge": [0.239, -0.181, 0.422, -0.755, 0.318, -0.347, -0.663, -0.411, -0.342, 1.271, -0.776, -0.462, -0.720, -0.080, 0.319, 0.302, 0.104, 0.254, 0.261, 0.395, 0.396, 0.408, 0.494, -0.690, 0.468, -0.205, -0.807, -0.192, -0.838, 0.689, -0.298, 0.454, 0.456, 0.416, 0.405, -1.339, 0.637, -1.139, -1.202, -1.085, 0.436, -1.025, 0.432, 0.413, 0.376, 0.360, 0.360, 0.369, 0.383, 0.330, 0.390, 0.447, 0.487, 0.471, 0.289, 0.305]}

---

(2)
{"formula": "C18H26N4O2S", "method": "ωB97M-V/def2-TZVPD", "homo_ev": -8.5, "homo_lumo_gap_ha": 0.3347, "elements": ["C", "C", "C", "N", "C", "O", "C", "S", "C", "N", "N", "C", "O", "N", "C", "C", "C", "C", "C", "C", "C", "C", "C", "C", "C", "H", "H", "H", "H", "H", "H", "H", "H", "H", "H", "H", "H", "H", "H", "H", "H", "H", "H", "H", "H", "H", "H", "H", "H", "H", "H"], "coordinates": [[1.4320, 2.4538, 4.8107], [0.6306, 2.7382, 3.5413], [-0.8153, 3.1104, 3.8675], [0.6880, 1.6090, 2.6027], [0.1267, 0.4403, 2.9725], [-0.3495, 0.2470, 4.0760], [0.0632, -0.7071, 1.9629], [-1.0942, -0.3507, 0.5948], [-0.0518, -0.5684, -0.7775], [1.2100, -0.8704, -0.7201], [1.6200, -0.9165, -2.0247], [0.6042, -0.6552, -2.8969], [0.6261, -0.6102, -4.1009], [-0.4834, -0.3993, -2.0594], [-1.8251, -0.1957, -2.5358], [-2.6774, -1.4625, -2.3526], [-1.9373, -2.6477, -2.9084], [-1.2070, -3.4765, -2.0670], [-0.4525, -4.5152, -2.5834], [-0.4203, -4.7351, -3.9492], [-1.1500, -3.9168, -4.7947], [-1.9017, -2.8784, -4.2771], [1.3456, 1.8393, 1.3227], [2.8016, 2.2753, 1.5068], [0.5640, 2.8396, 0.4667], [0.9829, 1.6310, 5.3578], [1.4366, 3.3373, 5.4438], [2.4592, 2.1951, 4.5648], [1.0890, 3.5862, 3.0276], [-1.3766, 3.2918, 2.9536], [-1.2945, 2.3089, 4.4206], [-0.8305, 4.0132, 4.4726], [1.0178, -0.9707, 1.5141], [-0.3476, -1.5642, 2.4977], [2.5600, -1.1927, -2.2478], [-2.2722, 0.6485, -2.0031], [-1.7262, 0.0433, -3.5981], [-3.6248, -1.3163, -2.8726], [-2.8805, -1.6085, -1.2903], [-1.2288, -3.3079, -0.9987], [0.1141, -5.1500, -1.9175], [0.1729, -5.5418, -4.3538], [-1.1267, -4.0833, -5.8612], [-2.4618, -2.2359, -4.9408], [1.3765, 0.8927, 0.7849], [3.3245, 1.5706, 2.1488], [2.8828, 3.2685, 1.9397], [3.2935, 2.2874, 0.5377], [0.5910, 3.8388, 0.8936], [-0.4745, 2.5285, 0.3793], [0.9973, 2.8822, -0.5295]], "forces_ev_per_a": [[-0.034, 0.066, -0.152], [-0.181, -0.009, 0.373], [0.153, 0.004, -0.064], [0.081, 0.141, 0.066], [0.114, -0.281, -0.409], [-0.233, -0.166, 0.335], [-0.235, -0.079, -0.126], [-0.232, -0.015, 0.264], [0.804, -0.164, 0.164], [-0.281, -0.064, 0.496], [-0.249, 0.073, 0.029], [0.256, 0.070, -0.123], [-0.089, -0.001, -0.636], [0.401, 0.065, 0.152], [-0.396, -0.030, -0.075], [0.189, 0.087, -0.103], [-0.175, -0.050, 0.047], [-0.047, 0.017, 0.019], [0.095, -0.068, 0.034], [0.062, -0.080, -0.025], [-0.007, -0.003, -0.095], [-0.020, -0.045, 0.065], [0.097, 0.105, -0.320], [-0.231, -0.200, -0.033], [0.074, -0.254, 0.093], [0.009, -0.011, 0.052], [0.040, 0.117, 0.087], [0.130, -0.002, 0.005], [-0.034, -0.107, -0.002], [-0.079, 0.062, -0.087], [-0.048, 0.008, 0.037], [-0.026, 0.130, 0.055], [0.038, -0.008, 0.048], [0.144, 0.146, -0.030], [-0.153, 0.034, -0.094], [0.043, 0.020, -0.139], [-0.034, 0.059, 0.144], [-0.058, 0.012, 0.058], [-0.083, -0.030, -0.047], [-0.016, 0.035, 0.108], [0.037, -0.054, 0.046], [0.038, -0.066, -0.036], [0.003, -0.013, -0.091], [-0.058, 0.089, -0.093], [-0.028, 0.124, 0.112], [0.100, -0.052, 0.055], [0.024, 0.127, 0.054], [0.079, 0.042, -0.100], [0.023, 0.154, 0.045], [-0.066, 0.000, -0.030], [0.058, 0.064, -0.131]], "mulliken_charge": [-1.458, 0.191, -1.498, 0.400, 0.973, -0.645, -1.148, -0.185, 0.745, -0.519, -0.234, 0.450, -0.652, 0.317, -1.078, -1.046, 0.523, -0.017, -0.822, -0.436, -0.635, -0.216, 0.379, -1.704, -1.475, 0.309, 0.452, 0.343, 0.277, 0.343, 0.319, 0.453, 0.575, 0.466, 0.188, 0.352, 0.519, 0.499, 0.368, 0.397, 0.403, 0.394, 0.377, 0.380, 0.036, 0.381, 0.350, 0.466, 0.383, 0.321, 0.440]}

---

How do the records compare in relative energy (zero: lowest compared OMol25 entry of this formula, charge and spin)? In the order shown, they have 0.0 125.4 kJ/mol.